*w*
Molecular formula: C64H63CsFN3O2P2S2
Method: DFT, ωB97M-V/def2-TZVPD

Summary:
LUMO level	3.2	eV
net charge	-2

XYZ file:
```
138
C64H63CsFN3O2P2S2, DFT ωB97M-V/def2-TZVPD
H 4.28096 -3.26122 0.14806
C -2.77924 6.69718 -0.67734
H 0.35826 4.46618 -0.31804
H -3.65904 2.45508 1.21446
C -4.02904 4.22808 -0.76254
H -0.32124 6.76908 -1.02024
H -1.63464 2.19108 -6.94974
C -8.13974 -3.59262 2.67026
H -5.69664 5.24098 0.10626
C 2.98356 -1.18602 -5.77694
C 4.10726 -4.72822 3.68656
H 3.36276 -0.99052 -6.77114
C -0.51524 -6.04412 -1.22424
N -0.61534 3.05678 2.90286
C -0.99764 -4.97412 -0.48964
C 2.52846 -3.90742 2.07766
H 6.82356 0.82958 0.11876
C 4.24776 -2.45062 2.92456
C -5.90734 -2.92932 3.42226
C 0.61896 -3.51712 -1.53374
H 0.34096 6.62478 -3.40674
C -1.32114 4.07158 2.44496
C -2.51574 3.48678 -5.46444
P 2.42806 -1.38382 0.99176
H -1.81104 -5.10352 0.21216
Cs -0.52534 0.40358 0.97156
H -1.71224 5.91298 5.23226
C -2.62834 3.79118 -4.13094
H 1.65366 -1.13342 3.55916
C 3.63816 -3.22072 -0.73894
C 1.10176 -4.60042 -2.26254
H -0.95734 -7.02542 -1.11174
C 5.47636 2.06908 1.22866
H 5.27806 -1.08002 0.01486
C -4.71344 2.88518 -0.62184
H -3.27314 4.59998 -3.81084
H 2.07666 -1.44202 5.95606
N -2.06924 3.28018 -1.82134
C 3.07746 -0.82452 -3.40984
H 4.71906 -1.47962 2.96626
H -2.90274 1.80878 -0.25564
H -2.34924 5.92938 2.82526
H -4.63924 7.46608 0.06886
H 0.51476 -2.87862 -4.20904
C -1.00714 1.70978 -4.94834
H -3.93064 -2.42392 4.03936
H -0.83164 -2.88832 -0.07944
C -4.68524 5.34078 -0.27214
C 4.97296 -0.17072 0.51476
H -3.06624 4.07448 -6.19234
C 3.57916 -0.59062 -4.67514
H -4.70384 -2.21102 -0.15814
H 0.22796 3.93698 -1.99144
C 4.80986 -6.46932 -0.19254
H 3.92796 3.06518 2.33776
C -0.64764 5.89768 -1.60944
C 5.84596 0.90048 0.57946
C 0.53316 -5.85332 -2.11234
H 3.95696 -3.30002 -2.87524
C -6.34894 -2.81842 1.05526
O -9.00744 -3.79522 1.61846
H 5.56466 -3.31392 4.36816
H 4.47746 -5.53072 4.31066
C 0.42726 1.81218 4.66366
N 2.77846 -2.05652 -0.59754
C 0.38636 4.79918 -1.35434
C -5.04534 2.20228 -1.94924
O -8.54314 -3.85062 3.78836
H 3.04156 -4.14242 -0.76814
H 1.91296 -4.47202 -2.96534
H -0.42524 4.01818 6.11166
C 3.00476 -4.93382 2.86536
S 4.78406 -6.01982 -1.95174
C 0.76166 0.80888 3.72856
C -1.94174 3.06008 -3.11174
C 1.64086 -0.51692 5.59196
H 4.17196 -5.80482 0.38196
H -4.15064 2.03228 -2.53884
H -1.55434 4.04738 1.38656
H 1.65656 -4.05672 1.45176
H 1.41046 -2.46652 -6.46074
C -6.81414 -3.10362 2.35626
C -0.29654 2.99808 4.20086
C -2.72054 4.35708 -1.30214
C -1.11954 2.01818 -3.61964
C -4.14134 -2.29112 1.90726
H -0.98934 5.49788 -3.71334
C 3.34946 1.09668 1.74566
H -5.73174 2.81518 -2.53184
H 6.17636 -4.32142 -1.02414
H 0.53786 2.42938 6.74986
C -4.61984 -2.53322 3.21366
C 4.55116 -3.21542 -1.96594
H -5.51884 1.23948 -1.75484
C 0.75456 1.66108 6.01876
H -5.66974 3.06338 -0.10794
C -0.43624 -3.72052 -0.64694
H 2.37356 1.16818 2.21716
H -2.29644 7.66748 -0.63504
H 4.43336 0.06118 -4.80764
C -4.09284 6.59228 -0.26404
C 1.99816 -1.68562 -3.21614
H 3.51816 -0.34722 -2.54464
H 0.91436 -6.68642 -2.68824
C -2.07344 5.61088 -1.17254
C 3.71076 -0.07872 1.09356
C -1.75804 5.12428 3.23636
C 4.71316 -3.47842 3.72026
H 1.58626 0.40248 7.53666
C 1.38496 -2.24962 -4.33244
H -8.57864 -3.54152 0.79356
C -3.84994 1.97608 0.25356
C 1.35036 0.50778 6.48086
C 5.55476 -4.36112 -1.91904
P 1.32816 -1.82342 -1.51804
H 5.10696 -2.27572 -2.01664
S -2.51744 -1.94472 1.61236
H 4.43626 -7.48672 -0.13204
H -0.35634 0.89278 -5.23474
C -1.41144 5.10168 4.57886
H -6.26634 -3.14832 4.41666
C 4.22786 2.16078 1.82306
H 1.38526 5.19368 -1.55194
H -1.33924 7.15418 -3.22424
C -5.06044 -2.41722 0.84406
C 1.88346 -2.00952 -5.60134
H 6.19896 -4.33052 -2.79934
H 6.16306 2.90398 1.27336
F -0.36894 1.26268 -2.73504
C -1.71034 2.44088 -5.90084
C 1.36856 -0.33292 4.24896
H -6.99404 -2.92882 0.18516
H 5.83266 -6.43042 0.17356
C 3.16736 -2.65872 2.06436
H 2.52216 -5.90362 2.84506
H -4.34714 1.02118 0.42566
C -0.68234 4.03738 5.06476
C -0.65384 6.31888 -3.08444
```

*x*
Molecular formula: C64H63CsFN3O2P2S2
Method: DFT, ωB97M-V/def2-TZVPD

Summary:
LUMO level	3.3	eV
net charge	-2

XYZ file:
```
138
C64H63CsFN3O2P2S2, DFT ωB97M-V/def2-TZVPD
C -1.22466 9.41554 -0.04837
H 3.97823 -1.95811 5.93653
H 4.63357 -1.71556 0.29621
C -2.54467 1.66692 -1.39799
H 1.84143 -4.89125 -3.72711
C -2.35033 8.67767 -0.43813
H -0.70741 -0.78324 5.03611
H 1.98846 -2.43692 4.44444
H 1.32249 3.19888 2.95614
C 0.87559 2.33433 3.42830
C 4.89120 -0.68637 4.44547
C -6.64948 3.95654 1.05753
C 3.90068 -1.51748 4.95138
C 5.05612 -1.80669 -1.78662
P -2.24034 -0.32427 2.76054
P -3.43457 -0.50552 0.23320
H -4.56180 1.50324 2.58014
H -3.61131 5.13524 2.44286
H -0.79496 -4.33305 0.38346
C -7.34162 -1.47787 0.93856
O -0.23397 11.53949 0.38807
C 4.56986 0.83027 0.50687
C 2.48255 3.44491 0.33182
F 1.64558 -1.50263 2.09741
C -2.47589 1.50493 -3.79333
C 2.79534 -1.78472 4.13109
C -8.07250 -0.50024 0.28056
H -3.29515 9.15372 -0.69289
C 0.28703 -5.67299 -0.84826
H -6.17606 -0.03989 6.89474
C 1.53892 -0.10672 -4.97199
C -0.28093 0.11094 4.59155
C -3.44623 -0.16754 4.14378
C 1.23774 -4.74774 -2.83600
C -3.47637 0.87707 5.06564
H 0.73311 0.92553 -3.27337
H 2.21968 -1.49687 -6.46804
C 0.99458 -2.32818 -3.40850
C -0.85237 0.65504 3.43746
H -3.13535 -0.36676 -4.62051
H 7.36883 2.71390 -1.44060
H -1.83687 3.23215 -2.65644
C 1.42868 1.79747 4.57830
H 5.76540 -0.46672 5.05092
H -2.64785 2.98127 3.10179
C 1.52012 -2.48171 -4.70137
C -4.40728 -1.17110 4.24128
H 5.69546 3.97726 -0.13664
S -1.11946 4.84317 -0.29822
H 1.29687 0.22451 6.03271
C -0.22234 -4.41671 -0.54307
C 1.80050 -1.37295 -5.47555
H -4.90410 4.03953 2.93782
H 6.61260 -3.16759 0.05186
H -4.44484 1.94273 0.88828
C 4.13727 4.20484 2.06948
H 2.32979 2.22287 5.00181
H -6.13075 -1.91631 5.27701
C 0.72026 -3.48830 -2.49770
C 5.43737 -1.39220 -0.36434
H -9.15543 -0.52284 0.30552
H -7.97855 1.25972 -0.94872
H 7.24153 0.24754 -1.51969
H 7.56563 -1.81769 -0.57091
H -6.66027 2.89946 1.32989
H 5.60893 0.51433 2.81991
Cs 0.33276 -0.64686 0.06472
C 2.72648 -1.21494 2.89667
C 6.72715 -2.08064 0.08146
H -7.06060 4.54581 1.87824
H -7.84819 -2.27064 1.47551
H -4.46568 1.74389 6.75664
C 5.65290 2.89351 -0.15780
S -4.99390 4.51078 0.59999
C 3.58929 3.01012 1.29276
H -5.38292 -2.22703 1.38931
C -2.99122 0.21514 -3.71821
H 4.89661 -2.88637 -1.84838
H 3.35071 4.64902 2.68643
C 6.59371 2.18898 -0.89380
C -0.04682 -3.26241 -1.33201
C -5.95379 -1.44899 0.89558
H -5.51671 1.30117 -1.02141
C -4.45373 0.92420 6.04874
H -4.37626 -1.99944 3.54283
H -3.03772 10.89788 -0.42198
C -2.31547 7.30377 -0.52269
C -5.27796 -0.43977 0.21428
H -2.72315 1.65451 5.01670
C -3.14743 3.05530 2.13174
C -1.19587 10.88577 0.06957
H -0.63395 2.19033 1.93153
C 4.65049 2.23713 0.54647
C -7.41299 0.49905 -0.42430
C -3.85132 1.76161 1.78331
C 3.69686 -0.34821 2.31692
C 0.98247 -0.04081 -3.70592
H 1.44663 -6.80835 -2.27570
C 6.51910 0.80559 -0.93144
C -0.05965 8.70000 0.25114
H 0.89067 6.79385 0.41025
H 1.74558 0.79457 -5.53301
C 1.02679 -5.84284 -2.01463
H 6.98837 -1.79310 1.10140
H 4.49898 4.99289 1.40338
C -2.24752 2.22997 -2.63462
H -2.38153 3.30266 1.39793
N -2.99365 0.59364 1.50293
C 4.80998 -0.12504 3.17792
H 4.13470 -1.31416 -2.10353
H 2.86118 4.17438 -0.39098
C -0.02242 7.32591 0.17243
H -7.28977 4.08876 0.18478
N 3.49423 0.15399 1.09781
H 5.84201 -1.53794 -2.49977
H -2.23307 1.93264 -4.75888
C -4.13466 4.21638 2.18128
H 0.12049 -6.51807 -0.18471
C -1.14998 6.56615 -0.21420
H 2.10571 2.58919 -0.23248
C -6.02685 0.52598 -0.45954
H 1.70445 -3.47010 -5.09594
H 3.15142 2.30897 2.00390
H -2.34856 2.24905 -0.50642
C -5.41507 -0.07587 6.12453
H -3.20073 6.75662 -0.82036
H 0.82014 9.25447 0.55220
C -3.07764 0.38718 -1.31470
C -5.39166 -1.12662 5.21967
N 0.72537 -1.09788 -2.94488
C -0.25129 1.76192 2.84944
H 1.63011 3.90285 0.83780
C 0.84552 0.67922 5.16026
H -3.63932 -1.36830 -2.43136
C -3.28487 -0.34457 -2.48690
O -2.36163 11.54792 -0.19978
C 5.52643 0.11587 -0.24398
H 4.96132 3.91248 2.72426
```

Preferred: *x*; penalty for the next structure: 0.0228 hartree.